DFT (the ωB97M-V functional and the def2-TZVPD basis) results for C23H49IN3NbO14PS4 as an isolated structure at a distorted geometry.

Its spin multiplicity is 1. The value obtained for the lowest unoccupied orbital energy is 1.353 eV. As for the net charge: -1. The largest force on an atom comes out at 0.046 Eh/bohr.

Cartesian coordinates (Å):
C 3.81 -3.49 0.54
N 2.71 -4.37 0.89
C 2.11 -5.08 -0.25
Nb -0.16 -4.65 -0.35
C -0.47 -6.38 -1.73
C -1.88 -6.61 -2.19
O -2.55 -7.46 -1.69
I -2.81 -5.41 -3.74
O 0.26 -2.85 0.76
C 0.59 -1.90 -0.04
N 0.95 -1.14 -0.86
P -0.28 -6.12 1.82
N -0.26 -7.67 1.35
C -2.35 -4.24 -0.11
C -3.33 -5.10 0.39
C -4.63 -4.67 0.50
C -4.99 -3.39 0.13
C -4.05 -2.52 -0.38
C -2.76 -2.97 -0.49
H 3.45 -2.48 0.29
H 4.43 -3.36 1.43
H 4.39 -3.86 -0.32
H 2.94 -4.99 1.65
H 2.59 -4.87 -1.22
H 2.23 -6.17 -0.08
H 0.02 -3.58 -1.81
H -0.09 -7.32 -1.32
H 0.15 -6.18 -2.63
H 0.86 -5.88 2.66
H -1.49 -5.87 2.51
H -1.12 -8.11 1.67
H -3.04 -6.10 0.68
H -5.39 -5.35 0.88
H -6.01 -3.05 0.25
H -4.30 -1.51 -0.66
H -2.02 -2.27 -0.89
O -3.75 -0.72 2.12
S -3.08 -0.26 3.30
O -3.70 -0.34 4.59
O -2.57 1.23 3.05
C -3.53 2.24 2.68
C -4.38 2.67 3.85
C -1.50 -1.03 3.38
H -4.14 1.89 1.85
H -2.95 3.09 2.32
H -5.02 1.85 4.20
H -5.03 3.50 3.57
H -3.75 2.97 4.69
H -1.01 -0.95 2.41
H -1.66 -2.07 3.64
H -0.91 -0.54 4.16
O -0.98 5.29 2.68
S -0.44 6.21 1.72
O -1.07 6.43 0.46
O 1.09 5.84 1.48
C 1.38 4.49 1.05
C 1.00 4.26 -0.40
C -0.19 7.77 2.49
H 0.89 3.78 1.71
H 2.45 4.35 1.17
H -0.08 4.33 -0.54
H 1.31 3.27 -0.73
H 1.46 5.01 -1.04
H 0.32 7.62 3.44
H -1.17 8.21 2.65
H 0.39 8.40 1.83
O -2.53 0.18 -4.70
S -1.94 0.55 -3.45
O -2.64 0.33 -2.22
O -1.51 2.09 -3.53
C -2.51 3.05 -3.88
C -3.48 3.31 -2.75
C -0.33 -0.14 -3.32
H -3.03 2.74 -4.79
H -1.97 3.97 -4.12
H -4.07 2.43 -2.52
H -4.17 4.12 -3.01
H -2.95 3.58 -1.84
H 0.22 0.05 -4.24
H -0.44 -1.21 -3.16
H 0.17 0.30 -2.47
O 4.31 2.77 -1.73
S 5.22 2.70 -0.62
O 5.38 3.80 0.28
O 6.65 2.25 -1.16
C 7.26 3.04 -2.20
C 7.79 4.37 -1.68
C 4.87 1.25 0.32
H 6.56 3.19 -3.02
H 8.09 2.45 -2.58
H 6.98 5.01 -1.33
H 8.33 4.89 -2.46
H 8.46 4.21 -0.83
H 4.77 0.40 -0.36
H 3.93 1.42 0.84
H 5.67 1.10 1.03